[1]
Here is 2 unconnected molecules or ions with the total composition C5H14 from OMol25. Energies are from the ωB97M-V functional and the def2-TZVPD basis.

Each line ends with the Mulliken charge.
Atoms and positions in Å:
C -0.4751 -0.8883 -1.1175  0.231
C 0.8296 0.8801 2.0468  -0.574
C -0.0736 0.3794 -1.8323  -0.729
C -0.5320 1.5012 2.3419  -0.839
C 0.1472 -2.1062 -1.8085  -1.237
H 0.6257 0.1872 -2.6429  0.382
H 0.4698 0.9732 -1.0313  0.203
H 1.6811 1.2347 2.6240  0.372
H -0.1861 -1.0440 -0.0642  0.258
H -1.1388 0.9818 3.0772  0.294
H -1.1323 1.6508 1.4545  0.253
H 1.0205 0.9860 0.9818  -0.018
H 0.8561 -0.2029 2.2460  0.214
H -0.8651 1.0654 -2.1474  0.369
H 1.2049 -2.2414 -1.5840  0.390
H -0.3870 2.4704 2.8319  0.302
H -0.4331 -2.9282 -1.3775  0.375
H -0.0388 -2.0724 -2.8866  0.425
H -1.5729 -0.8267 -1.1118  0.327

2S+1: 2
Total charge: +1
HOMO-LUMO gap (alpha / beta): 11.8985 / 4.2641 eV


[2]
Here is 2 unconnected molecules or ions with the total composition C5H14 from OMol25. Energies are from the ωB97M-V functional and the def2-TZVPD basis.

Each line ends with the Mulliken charge.
Atoms and positions in Å:
C 0.8276 -1.7502 0.5701  -0.734
C 0.4454 1.7635 -0.1916  -1.009
C -1.3834 0.6727 -1.6413  -0.952
C -0.7328 2.0569 -1.2455  0.057
C 0.6936 -2.1701 2.0802  -0.894
H -0.0288 -3.0476 2.3303  0.260
H -1.5466 2.6761 -0.5796  0.321
H 0.1743 -1.0219 0.3737  -0.184
H 0.5117 -1.3595 2.8898  0.271
H 0.4920 -2.4467 -0.0624  0.547
H -0.4273 2.7618 -2.1347  0.357
H 1.6814 -2.5200 2.5644  0.266
H 0.7621 2.5932 0.3333  0.427
H -0.7945 -0.2520 -1.8897  0.351
H -2.0594 0.3525 -0.8296  0.390
H 0.3201 1.0667 0.5689  0.356
H 1.7454 -1.5801 0.0371  0.466
H -2.1324 0.7352 -2.5021  0.332
H 1.4516 1.4695 -0.6715  0.373

2S+1: 2
Total charge: +1
HOMO-LUMO gap (alpha / beta): 11.3183 / 3.2474 eV


[3]
Here is 2 unconnected molecules or ions with the total composition C5H14 from OMol25. Energies are from the ωB97M-V functional and the def2-TZVPD basis.

Each line ends with the Mulliken charge.
Atoms and positions in Å:
C -0.5058 -1.6786 2.1477  -0.989
C 0.1855 1.5595 -1.5754  -0.730
C -0.4009 -0.7683 0.9644  -0.025
C -0.7714 -1.5482 -0.2872  -0.745
C 1.4479 2.2667 -1.1217  -0.860
H -0.8464 0.2349 0.8439  0.470
H -0.3263 -0.8803 -1.0888  -0.003
H -0.7769 1.8391 -1.1214  0.350
H -1.8081 -1.5436 -0.6155  0.349
H -1.4986 -1.4488 2.6138  0.334
H 1.5518 2.2069 -0.0377  0.268
H 0.6661 -0.4576 0.9262  0.246
H 0.2625 -1.6257 2.9141  0.354
H 1.4424 3.2922 -1.4827  0.326
H 2.3041 1.7989 -1.6138  0.294
H -0.2259 -2.4750 -0.2966  0.429
H -0.7824 -2.6738 1.8231  0.389
H 0.1976 0.4744 -1.7728  0.153
H -0.1264 1.8916 -2.5827  0.391

2S+1: 2
Total charge: +1
HOMO-LUMO gap (alpha / beta): 12.4922 / 4.9825 eV


[4]
Here is 2 unconnected molecules or ions with the total composition C5H14 from OMol25. Energies are from the ωB97M-V functional and the def2-TZVPD basis.

Each line ends with the Mulliken charge.
Atoms and positions in Å:
C -2.1179 0.5866 1.3150  -0.484
C 1.4295 0.7646 -0.6818  -0.747
C 2.2606 -1.6488 -0.7292  -0.823
C -3.0627 0.6900 0.0223  -0.856
C 2.1572 -0.4012 0.1281  -0.234
H 0.2897 0.5854 -0.4648  0.073
H -2.3373 -0.5310 1.6906  0.254
H 1.5415 1.7231 -0.4366  0.387
H 3.0854 -2.4223 -0.5394  0.344
H 1.5587 0.6155 -1.7414  0.374
H -4.0615 0.3855 0.2881  0.350
H -1.1003 0.6380 1.1142  0.067
H 1.5959 -0.5819 0.8703  0.414
H 3.1147 -0.1381 0.6281  0.364
H -3.1346 1.7650 -0.2153  0.279
H -2.3530 1.3428 2.0808  0.313
H 1.3368 -2.3292 -0.8330  0.316
H -2.5445 0.2397 -0.7060  0.336
H 2.3418 -1.2837 -1.7901  0.274

2S+1: 2
Total charge: +1
HOMO-LUMO gap (alpha / beta): 12.9874 / 3.1859 eV


[5]
Here is a molecular structure, C5H14AlClLaO from OMol25. Energies are from the ωB97M-V functional and the def2-TZVPD basis.

Each line ends with the Mulliken charge.
Atoms and positions in Å:
La 0.4779 -1.0964 -1.4488  0.880
Cl 1.3106 1.4272 -0.3208  -0.374
Al -0.2217 0.7431 1.0333  -0.057
O 0.1776 0.0712 2.5717  0.129
C 2.3524 -0.8092 -2.8011  -1.402
C 0.0374 -0.1290 3.9558  -0.694
C -0.8165 -0.0047 -3.0769  -1.429
C -1.9134 1.6205 0.7081  -1.003
C 0.0846 -1.2386 1.0752  -0.955
H -1.9062 -0.1073 -3.0724  0.359
H -1.7749 2.6831 0.4710  0.245
H -2.5983 1.5392 1.5649  0.301
H -0.7794 -1.8284 1.4027  0.252
H 2.6138 0.2578 -2.8957  0.261
H -0.4346 -0.4487 -4.0143  0.327
H -0.5643 1.0687 -3.0927  0.272
H 0.9944 -1.7838 1.3479  0.282
H 2.0832 -1.2152 -3.7932  0.277
H 0.9017 0.3053 4.4608  0.227
H -2.3826 1.1649 -0.1796  0.245
H 0.0092 -1.2061 4.1416  0.286
H -0.8577 0.3545 4.3581  0.212
H 3.2067 -1.3678 -2.3954  0.361

Total charge: -1
HOMO-LUMO gap (alpha / beta): 3.3715 / 3.4428 eV


[6]
Here is 2 unconnected molecules or ions with the total composition C5H14BrNO from OMol25. Energies are from the ωB97M-V functional and the def2-TZVPD basis.

Each line ends with the Mulliken charge.
Atoms and positions in Å:
Br 4.0332 -0.4720 -0.6147  -0.786
O 1.6280 1.5964 -1.0250  -0.401
N -0.3881 -0.3061 0.4381  0.019
C 0.7744 -0.7258 1.2649  -0.918
C -0.8669 1.0822 0.9570  -0.936
C -0.1637 -0.2426 -1.0710  -0.538
C 0.4897 1.0617 -1.6514  -0.849
C -1.6233 -1.2967 0.6021  -0.766
H -0.0732 1.8286 0.9259  0.307
H 0.7121 0.8762 -2.7022  0.421
H -1.6601 -1.9327 -0.2824  0.343
H 0.3417 -0.8632 2.2558  0.416
H -1.1104 0.9460 2.0107  0.396
H -1.1982 -0.1974 -1.4113  0.495
H 1.5717 0.0163 1.2240  0.347
H -2.5267 -0.7049 0.4544  0.387
H 0.3171 -1.1943 -1.2976  0.410
H -0.2432 1.8565 -1.7906  0.419
H 2.2338 0.8606 -0.9101  0.087
H 1.1927 -1.6309 0.8245  0.373
H -1.7626 -1.8218 1.5470  0.318
H -1.6779 1.2639 0.2517  0.457

HOMO-LUMO gap: 6.9563 eV


[7]
Here is a molecular structure, C5H14Cl3O5V from OMol25. Energies are from the ωB97M-V functional and the def2-TZVPD basis.

Each line ends with the Mulliken charge.
Atoms and positions in Å:
V 0.1753 -0.7705 -1.4598  0.725
Cl 0.4463 -1.8900 -3.9309  -0.736
Cl 0.7384 -3.0955 -0.4410  -0.665
Cl -0.1314 1.7161 -1.8970  -0.675
O -1.9806 -1.1375 -1.2210  -0.207
O 2.4490 -0.3909 -1.1093  -0.171
O 0.2680 -0.0510 0.7710  -0.299
O -1.2340 -0.0562 2.4438  -0.405
O 0.3707 1.3431 2.5508  -0.365
C -0.1625 0.3805 1.8031  0.716
C -3.1701 -0.3570 -1.4729  -0.613
C 1.4002 2.1234 1.9947  -0.330
C -1.9142 -1.2049 1.9449  -0.319
C 3.1949 0.8293 -1.0579  -0.683
H -2.7097 -0.8507 1.2869  -0.017
H 2.0361 2.4467 2.8187  0.275
H -2.5009 -1.6040 2.7742  0.250
H -3.6308 -0.1019 -0.5161  0.227
H -2.2190 -2.0659 -1.3123  0.251
H 4.0405 0.7370 -0.3635  0.316
H 3.1546 -1.0440 -1.0933  0.195
H 3.6941 0.9705 -2.0225  0.302
H 2.5861 1.6818 -0.7838  0.180
H -3.8358 -0.9405 -2.1034  0.311
H -1.2179 -1.9281 1.5292  0.291
H -2.8081 0.5708 -1.9140  0.183
H 0.9925 3.0479 1.5743  0.279
H 1.9682 1.6418 1.2068  -0.015

2S+1: 4
Total charge: -1
HOMO-LUMO gap (alpha / beta): 6.9818 / 7.6152 eV


[8]
Here is a molecular structure, C5H14ClCrEr from OMol25. Energies are from the ωB97M-V functional and the def2-TZVPD basis.

Each line ends with the Mulliken charge.
Atoms and positions in Å:
Er -0.3274 0.0869 0.0079  0.877
Cr 1.7173 -1.4962 -1.6815  0.186
Cl 1.8942 0.6997 -1.3092  -0.378
C 3.5448 -1.9500 -1.0210  -0.990
C 0.4247 -2.0804 -0.4030  -1.094
C 1.0087 -1.4852 -3.5514  -0.979
C 0.1076 0.5562 2.1725  -1.333
C -0.6770 2.3222 -0.1756  -1.234
H -0.0756 -1.5778 -3.5592  0.203
H 1.4628 -2.3449 -4.0557  0.297
H 3.5173 -2.2161 0.0335  0.221
H 0.1362 -0.4104 2.6310  0.393
H 0.9752 1.1537 2.2275  0.247
H 1.3113 -0.5625 -4.0512  0.210
H -0.5568 -2.3585 -0.8637  0.254
H -0.8430 1.0886 2.2947  0.347
H -0.7117 2.5993 -1.2224  0.398
H 0.0445 2.9446 0.3529  0.234
H -1.6713 2.4378 0.2837  0.313
H 3.8841 -2.8000 -1.6182  0.287
H 4.2075 -1.0963 -1.1780  0.206
H 0.7921 -2.6050 0.4941  0.337

2S+1: 7
Total charge: -1
HOMO-LUMO gap (alpha / beta): 4.8896 / 5.9327 eV


Number 1: total energy -5400.689 eV. Number 2: total energy -5398.539 eV. Number 3: total energy -5400.441 eV. Number 4: total energy -5398.696 eV. Number 5: total energy -27436.233 eV. Number 6: total energy -78990.410 eV. Number 7: total energy -78909.869 eV. Number 8: total energy -73972.976 eV.